Below is a 4-piece molecular cluster, C29H57BrF3N2O3S overall, with properties calculated with wB97M-V/def2-TZVPD.

**Orbital gap**: 6.5 eV
**Lowest unoccupied orbital energy**: -6.000 eV
**2S+1**: 1
**Net charge**: +1
**Electronic energy**: -4745.71768 a.u.

```
96
Properties=species:S:1:pos:R:3:mulliken_charge:R:1
C -5.151 -1.933 -0.130 -1.227
C -3.826 -0.991 -0.081 0.369
O -3.724 -0.536 1.286 -0.299
C -2.684 0.445 1.500 -0.015
C -1.656 0.609 0.280 0.549
C -1.846 1.830 -0.607 0.009
S -3.101 3.165 -0.469 1.194
O -2.910 3.926 0.834 -0.508
O -2.858 4.091 -1.640 -0.653
C -4.872 2.606 -0.623 0.734
F -5.645 3.783 -0.703 -0.184
F -5.364 1.899 0.471 -0.117
F -5.081 1.878 -1.817 -0.207
C -0.828 1.820 -1.749 -0.437
C 0.120 0.643 -1.759 -0.372
N 0.255 -0.421 -0.880 -0.992
N -0.663 -0.330 0.070 1.163
C -0.568 -1.468 1.068 -1.266
C 0.210 -1.013 2.421 0.098
C -0.341 -1.891 3.667 -1.109
Br 2.155 -1.214 2.108 -0.075
H -5.335 -2.484 0.844 0.326
H -6.068 -1.359 -0.512 0.277
H -4.931 -2.710 -0.953 0.356
H -2.973 -1.694 -0.404 0.217
H -4.031 -0.167 -0.845 0.006
H -2.182 0.187 2.490 0.112
H -3.227 1.444 1.695 -0.130
H -0.760 2.618 -2.547 0.469
H 0.860 0.612 -2.636 0.383
H -1.566 -1.968 1.272 0.320
H 0.097 -2.313 0.655 0.666
H 0.035 0.086 2.676 0.407
H 0.130 -1.557 4.643 0.379
H -1.488 -1.786 3.693 0.306
H -0.101 -2.982 3.413 0.336
C -5.924 4.494 2.748 -0.682
C -6.517 4.333 4.141 -0.544
C -7.348 3.057 4.295 -0.630
C -8.581 2.973 3.392 -0.422
C -9.578 4.121 3.549 -0.436
C -10.189 4.198 4.943 -1.205
H -6.705 4.568 1.988 0.253
H -5.325 5.406 2.696 0.427
H -5.276 3.649 2.498 -0.099
H -7.117 5.213 4.391 0.293
H -5.699 4.305 4.869 0.341
H -7.654 2.962 5.342 0.341
H -6.707 2.190 4.093 0.303
H -9.093 2.025 3.594 0.413
H -8.264 2.922 2.343 0.080
H -10.387 3.981 2.822 0.384
H -9.107 5.077 3.301 0.232
H -10.711 3.270 5.189 0.296
H -10.910 5.017 4.995 0.379
H -9.429 4.378 5.706 0.281
C 4.216 0.589 -0.479 -0.887
C 5.094 -0.382 0.300 0.685
C 6.396 0.251 0.794 -1.055
C 7.335 0.745 -0.309 -0.897
C 7.761 -0.321 -1.318 0.105
C 8.553 -1.460 -0.688 -1.250
H 4.716 0.951 -1.380 0.389
H 3.291 0.096 -0.789 0.086
H 3.950 1.453 0.138 0.350
H 5.305 -1.262 -0.316 -0.079
H 4.530 -0.743 1.167 -0.340
H 6.921 -0.474 1.425 0.377
H 6.155 1.095 1.451 0.403
H 8.228 1.169 0.162 0.405
H 6.862 1.573 -0.850 0.320
H 8.386 0.154 -2.084 0.450
H 6.889 -0.726 -1.843 -0.146
H 9.457 -1.082 -0.204 0.346
H 8.853 -2.180 -1.452 0.372
H 7.962 -1.998 0.058 0.287
C 3.150 -3.199 -4.532 -1.090
C 4.028 -4.172 -3.755 -0.571
C 5.333 -3.541 -3.266 -0.054
C 6.272 -3.051 -4.372 -0.604
C 6.697 -4.117 -5.382 -0.531
C 7.489 -5.257 -4.752 -1.170
H 3.648 -2.841 -5.436 0.315
H 2.223 -3.689 -4.839 0.391
H 2.889 -2.333 -3.916 0.166
H 4.234 -5.053 -4.369 0.292
H 3.467 -4.529 -2.885 0.369
H 5.858 -4.266 -2.635 0.399
H 5.095 -2.695 -2.610 -0.169
H 7.167 -2.627 -3.902 0.270
H 5.800 -2.223 -4.913 0.398
H 7.321 -3.643 -6.147 0.369
H 5.825 -4.521 -5.906 0.257
H 8.393 -4.880 -4.268 0.280
H 7.788 -5.977 -5.517 0.377
H 6.898 -5.794 -4.006 0.292
```



Below is one molecule with the formula C14H22N2O3, with properties calculated with wB97M-V/def2-TZVPD.

**ΔE to the lowest compared entry with this formula, charge and spin**: 2.17 kcal per mole
**SMILES string**: CCCCCC[C@@H](C)n1cc(C(C)=O)c(=O)[nH]c1=O
**Orbital gap**: 9.5 eV
**Lowest unoccupied orbital energy**: 0.072 eV
**2S+1**: 1
**Net charge**: 0
**Electronic energy**: -881.96247 a.u.

```
41
Properties=species:S:1:pos:R:3:mulliken_charge:R:1
C 5.343 -0.310 -0.836 -1.253
C 4.040 0.479 -0.810 -0.315
C 2.899 -0.250 -1.524 -0.695
C 2.338 -1.447 -0.742 -0.889
C 1.000 -1.157 -0.059 -0.582
C 1.108 -0.088 1.026 -0.728
H 1.857 -0.391 1.759 0.479
C -0.214 0.121 1.771 -0.374
N -1.288 0.484 0.841 0.280
C -2.368 -0.306 0.711 0.404
C -3.421 -0.075 -0.120 -0.505
C -3.401 1.118 -0.951 0.488
O -4.227 1.500 -1.747 -0.684
N -2.243 1.874 -0.752 -0.045
C -1.182 1.649 0.086 0.396
O -0.245 2.407 0.147 -0.614
H -2.176 2.722 -1.307 0.255
C -4.523 -1.072 -0.113 0.673
O -4.457 -2.049 0.604 -0.627
C -5.686 -0.805 -1.016 -1.224
H -6.417 -1.603 -0.916 0.357
H -5.345 -0.734 -2.047 0.324
H -6.137 0.152 -0.766 0.328
H -2.395 -1.200 1.323 0.491
C -0.089 1.174 2.870 -1.724
H -1.045 1.316 3.370 0.426
H 0.642 0.847 3.604 0.459
H 0.235 2.121 2.449 0.344
H -0.518 -0.831 2.221 0.519
H 1.420 0.859 0.588 0.289
H 0.626 -2.084 0.386 0.378
H 0.279 -0.842 -0.818 0.318
H 2.188 -2.288 -1.422 0.295
H 3.058 -1.766 0.013 0.433
H 3.271 -0.589 -2.493 0.444
H 2.092 0.458 -1.721 0.302
H 4.203 1.441 -1.303 0.375
H 3.760 0.684 0.224 0.191
H 5.229 -1.274 -0.345 0.317
H 6.130 0.240 -0.325 0.375
H 5.660 -0.487 -1.861 0.317
```



Below is one molecule with the formula C3H4N2, with properties calculated with wB97M-V/def2-TZVPD.

**ΔE to the lowest compared entry with this formula, charge and spin**: 48.19 kcal per mole
**SMILES string**: C=NCC#N
**Orbital gap**: 11.2 eV
**Lowest unoccupied orbital energy**: 0.666 eV
**2S+1**: 1
**Net charge**: 0
**Electronic energy**: -226.14839 a.u.

```
9
Properties=species:S:1:pos:R:3:mulliken_charge:R:1
C -1.657 0.616 -0.159 -0.254
C 2.036 -0.131 0.131 0.265
C 0.546 -0.454 0.170 -0.456
N -0.437 0.675 0.296 -0.408
N 3.160 0.074 -0.129 -0.373
H -2.131 1.592 0.093 0.250
H 0.362 -1.181 -0.584 0.350
H 0.242 -1.082 0.955 0.346
H -2.119 -0.108 -0.773 0.279
```



Below is a 11-piece molecular cluster, C27H61F10N20O20PS2 overall, with properties calculated with wB97M-V/def2-TZVPD.

**SMILES string**: C=CC[C@@]1(S(C)(=O)=O)C(=O)O[C@](CCCF)(S(=O)(=O)C(F)(F)C(F)(F)C(F)(F)C(F)(F)F)[C@@]1(OCC)P(=O)(O)O.NC(N)=O.NC(N)=O.NC(N)=O.NC(N)=O.NC(N)=O.NC(N)=O.NC(N)=O.NC(N)=O.NC(N)=O.NC(N)=O
**Orbital gap**: 9.3 eV
**Lowest unoccupied orbital energy**: 0.242 eV
**2S+1**: 1
**Net charge**: 0
**Electronic energy**: -5802.17199 a.u.

```
141
Properties=species:S:1:pos:R:3:mulliken_charge:R:1
C 4.443 -4.252 1.714 -1.341
C 4.712 -3.710 0.528 -0.877
C 4.016 -2.451 0.120 -2.073
C 3.430 -2.334 -1.309 2.008
S 4.697 -1.408 -2.319 1.840
C 6.232 -2.180 -1.943 -1.240
O 4.786 -0.033 -1.911 -0.712
O 4.400 -1.657 -3.705 -0.756
C 3.354 -3.683 -2.022 -0.881
O 4.220 -4.318 -2.536 -0.567
O 2.084 -4.119 -2.012 -0.331
C 1.214 -3.290 -1.247 1.044
C 1.074 -3.981 0.120 -0.875
C 1.505 -5.446 0.151 -0.608
C 1.062 -6.090 1.450 -0.336
F 0.628 -7.395 1.221 -0.370
S -0.312 -3.655 -2.316 1.590
O -0.925 -4.810 -1.725 -0.675
O 0.115 -3.745 -3.672 -0.770
C -1.704 -2.385 -2.381 0.363
F -2.096 -2.431 -3.657 -0.288
F -1.320 -1.139 -2.101 -0.156
C -3.001 -2.687 -1.552 0.784
F -3.903 -1.781 -1.995 -0.306
F -3.485 -3.900 -1.823 -0.273
C -2.867 -2.475 -0.017 0.579
F -3.483 -1.329 0.341 -0.237
F -1.574 -2.343 0.320 -0.225
C -3.479 -3.601 0.850 0.485
F -3.351 -3.245 2.127 -0.261
F -4.757 -3.762 0.577 -0.253
F -2.822 -4.732 0.669 -0.158
C 1.955 -1.855 -1.378 0.501
O 1.518 -1.436 -2.637 -0.287
C 1.869 -0.131 -3.151 -0.404
C 0.652 0.644 -3.607 -1.429
P 1.696 -0.540 -0.041 0.659
O 2.920 0.236 0.175 -0.768
O 0.499 0.407 -0.459 -0.536
O 1.200 -1.299 1.274 -0.623
H 5.003 -5.100 2.073 0.326
H 3.686 -3.811 2.342 0.374
H 5.477 -4.131 -0.108 0.484
H 3.269 -2.248 0.877 0.204
H 4.735 -1.640 0.218 1.374
H 6.450 -2.201 -0.886 0.395
H 6.291 -3.153 -2.403 0.410
H 6.929 -1.487 -2.402 0.639
H 1.612 -3.449 0.891 0.531
H 0.040 -3.989 0.426 0.063
H 1.043 -6.005 -0.656 0.570
H 2.581 -5.536 0.051 0.303
H 1.872 -6.143 2.176 0.263
H 0.238 -5.550 1.917 0.227
H 2.503 -0.300 -4.011 0.639
H 2.465 0.450 -2.454 0.354
H 0.980 1.291 -4.417 0.507
H 0.241 1.285 -2.837 0.252
H -0.099 -0.014 -4.029 0.230
H -0.354 0.085 -0.147 0.277
H 0.778 -0.679 1.884 0.385
C -4.335 2.257 2.512 0.635
O -3.388 2.626 3.192 -0.713
N -5.470 2.972 2.335 -0.231
N -4.301 1.033 1.869 -0.268
H -6.243 2.642 1.784 0.161
H -5.534 3.879 2.779 0.317
H -3.479 0.479 1.992 0.044
H -5.048 0.687 1.293 0.189
C -5.222 6.920 2.840 0.657
O -5.599 5.774 3.010 -0.726
N -4.051 7.375 3.394 -0.419
N -5.910 7.824 2.086 -0.367
H -3.710 8.309 3.279 0.156
H -3.522 6.721 3.940 0.221
H -6.753 7.515 1.631 0.206
H -5.592 8.763 1.944 0.166
C -7.858 -0.517 2.781 0.647
O -8.108 0.366 1.970 -0.671
N -8.712 -1.541 3.055 -0.284
N -6.672 -0.529 3.466 -0.331
H -8.536 -2.268 3.728 0.147
H -9.586 -1.549 2.566 0.184
H -6.042 0.226 3.267 0.194
H -6.412 -1.234 4.128 0.113
C 9.782 -3.549 -1.320 0.536
O 8.575 -3.434 -1.141 -0.567
N 10.453 -4.709 -1.095 -0.320
N 10.553 -2.508 -1.762 -0.355
H 11.447 -4.821 -1.207 0.168
H 9.911 -5.484 -0.767 0.182
H 10.096 -1.634 -1.937 0.208
H 11.541 -2.583 -1.907 0.174
C -9.318 -4.504 5.885 0.650
O -9.552 -3.625 5.069 -0.646
N -10.204 -5.512 6.133 -0.411
N -8.160 -4.544 6.612 -0.358
H -10.039 -6.243 6.798 0.160
H -11.062 -5.506 5.616 0.218
H -7.493 -3.813 6.459 0.189
H -7.955 -5.257 7.285 0.171
C 4.807 -0.943 3.951 0.603
O 4.446 -2.103 3.833 -0.614
N 5.506 -0.504 5.044 -0.434
N 4.541 0.004 3.000 -0.376
H 5.813 0.442 5.160 0.140
H 5.714 -1.178 5.755 0.247
H 4.030 -0.280 2.182 0.255
H 4.831 0.960 3.077 0.168
C 13.583 -5.917 0.780 0.646
O 13.216 -5.156 -0.102 -0.651
N 12.776 -6.894 1.291 -0.348
N 14.834 -5.843 1.323 -0.425
H 13.061 -7.525 2.015 0.172
H 11.850 -6.970 0.918 0.192
H 15.447 -5.134 0.967 0.216
H 15.160 -6.452 2.048 0.157
C -6.033 6.328 -1.171 0.626
O -6.906 6.378 -0.318 -0.650
N -4.733 6.678 -0.894 -0.295
N -6.261 5.935 -2.453 -0.319
H -3.993 6.627 -1.568 0.184
H -4.528 6.956 0.048 0.153
H -7.200 5.682 -2.694 0.166
H -5.559 5.913 -3.173 0.140
C -5.142 8.302 -4.908 0.677
O -5.366 7.104 -5.025 -0.669
N -4.803 9.094 -5.965 -0.393
N -5.204 8.954 -3.708 -0.293
H -4.617 10.081 -5.863 0.186
H -4.740 8.667 -6.869 0.191
H -5.469 8.422 -2.898 0.148
H -5.021 9.937 -3.615 0.174
C -2.186 11.604 -5.235 0.638
O -3.382 11.824 -5.101 -0.664
N -1.661 10.346 -5.136 -0.337
N -1.293 12.602 -5.497 -0.419
H -0.686 10.144 -5.245 0.173
H -2.299 9.592 -4.955 0.195
H -1.656 13.533 -5.576 0.218
H -0.310 12.449 -5.612 0.160
```